Entry 1:
Entry from the OMol25 dataset: a molecular structure, C25H25AlINO7S (ωB97M-V/def2-TZVPD).

Calculated values
- Kohn-Sham gap: 8.81 eV
- Net charge: 0

XYZ file:
```
61
C25H25AlINO7S | the OMol25 dataset | ωB97M-V/def2-TZVPD
Al -1.161 -1.944 0.891
O -0.384 -0.592 2.056
C -0.626 0.817 1.656
C -1.622 0.692 0.472
O -2.072 1.689 -0.027
O -1.900 -0.537 0.112
C 0.704 1.411 1.228
C 1.719 1.489 2.182
C 2.990 1.909 1.826
C 3.255 2.272 0.510
C 2.242 2.226 -0.435
C 0.968 1.801 -0.077
C -1.295 1.544 2.808
C -1.136 2.918 2.950
C -1.799 3.594 3.963
C -2.624 2.905 4.840
C -2.795 1.536 4.694
C -2.139 0.858 3.678
H 0.294 -0.660 2.737
H 1.514 1.238 3.220
H 3.772 1.960 2.574
H 4.248 2.595 0.224
H 2.447 2.496 -1.464
H 0.185 1.764 -0.824
H -0.501 3.461 2.261
H -1.671 4.664 4.064
H -3.138 3.435 5.632
H -3.446 0.995 5.369
H -2.290 -0.209 3.563
I -3.268 -3.894 0.127
C -2.240 -3.175 1.906
H -1.746 -4.053 2.312
H -3.020 -2.830 2.576
C -3.333 -0.611 -2.921
C -1.846 -0.663 -3.127
C -1.191 -1.880 -3.308
C 0.180 -1.936 -3.497
C 0.918 -0.759 -3.491
C 0.289 0.464 -3.306
C -1.086 0.505 -3.127
S 2.669 -0.817 -3.752
O 3.172 0.495 -3.452
O 2.880 -1.443 -5.022
N 3.303 -1.827 -2.646
C 3.410 -1.444 -1.235
C 2.096 -1.426 -0.471
C 1.350 -2.740 -0.480
O 1.787 -3.746 -0.985
O 0.171 -2.692 0.117
H -3.819 -1.495 -3.332
H -3.763 0.272 -3.395
H -3.561 -0.557 -1.855
H -1.765 -2.800 -3.310
H 0.666 -2.893 -3.650
H 0.881 1.371 -3.314
H -1.582 1.458 -2.981
H 3.040 -2.796 -2.793
H 3.870 -0.458 -1.196
H 4.101 -2.151 -0.776
H 1.420 -0.672 -0.872
H 2.277 -1.135 0.569
```


Entry 2:
Entry from the OMol25 dataset: a gas-phase ion, CH5N2S (charge +1) in a non-equilibrium geometry (ωB97M-V/def2-TZVPD).

Calculated values
- Kohn-Sham gap: 9.87 eV
- Net charge: +1

XYZ file:
```
9
CH5N2S | the OMol25 dataset | ωB97M-V/def2-TZVPD
N 0.923 -0.589 -0.403
C -0.312 -0.002 0.497
N -0.893 1.081 -0.300
S -1.886 -0.437 0.007
H 1.511 -1.258 0.266
H 1.341 0.396 -0.544
H 0.581 -1.177 -1.233
H -0.040 0.089 1.513
H -1.225 1.897 0.198
```


Entry 3:
Entry from the OMol25 dataset: a single C3H10N2O molecule in a non-equilibrium geometry (ωB97M-V/def2-TZVPD).

Calculated values
- Kohn-Sham gap: 9.82 eV
- Net charge: 0

XYZ file:
```
16
C3H10N2O | the OMol25 dataset | ωB97M-V/def2-TZVPD
C -1.914 -0.458 0.490
C -1.083 -0.151 -0.746
N 0.319 0.533 -0.485
O 0.191 1.584 0.466
C 1.095 -0.519 0.103
N 2.563 -0.067 0.101
H -1.995 0.425 1.120
H -2.920 -0.753 0.197
H -1.477 -1.268 1.071
H -0.947 -1.039 -1.365
H -1.588 0.588 -1.372
H 0.197 2.394 -0.059
H 1.073 -1.398 -0.539
H 0.855 -0.728 1.150
H 2.905 0.122 -0.836
H 2.724 0.735 0.704
```


Entry 4:
Entry from the OMol25 dataset: a molecular structure, C37H59BCaNO7SbSe4 in a non-equilibrium geometry (ωB97M-V/def2-TZVPD).

Calculated values
- Kohn-Sham gap: 2.86 eV
- Net charge: -2

XYZ file:
```
111
C37H59BCaNO7SbSe4 | the OMol25 dataset | ωB97M-V/def2-TZVPD
Ca -0.709 0.733 -0.040
C 0.397 0.418 -7.045
C 1.529 1.211 -6.388
C 2.870 0.675 -6.910
C 1.373 2.686 -6.796
C 1.492 1.114 -4.868
C 0.615 0.317 -4.208
C 0.503 0.392 -2.788
N -0.384 -0.224 -2.044
C -1.244 -1.215 -2.332
C -1.068 -2.258 -3.262
C -2.034 -3.215 -3.427
C -3.269 -3.015 -2.766
C -3.525 -2.017 -1.855
C -2.426 -1.164 -1.473
O -2.439 -0.358 -0.499
C -4.952 -1.901 -1.292
C -5.287 -3.169 -0.492
C -5.921 -1.769 -2.481
C -5.197 -0.690 -0.382
C -1.824 -4.460 -4.279
C -2.740 -4.419 -5.512
C -0.376 -4.590 -4.761
C -2.145 -5.709 -3.441
C 1.287 1.391 -2.036
O 0.993 1.633 -0.853
C 2.356 2.075 -2.750
C 2.401 1.923 -4.101
C 3.299 3.008 -1.995
C 4.434 3.497 -2.899
C 2.500 4.229 -1.500
C 3.937 2.291 -0.789
H 0.434 0.554 -8.127
H 0.489 -0.650 -6.835
H -0.576 0.760 -6.688
H 2.930 0.792 -7.995
H 3.708 1.209 -6.459
H 2.974 -0.384 -6.668
H 1.304 2.775 -7.883
H 0.468 3.106 -6.354
H 2.220 3.286 -6.460
H -0.091 -0.313 -4.730
H -0.123 -2.318 -3.785
H -4.075 -3.704 -2.998
H -5.248 -4.063 -1.119
H -4.569 -3.296 0.321
H -6.288 -3.094 -0.057
H -5.937 -2.669 -3.099
H -6.936 -1.582 -2.123
H -5.621 -0.932 -3.115
H -4.578 -0.718 0.509
H -4.972 0.241 -0.901
H -6.251 -0.679 -0.086
H -2.472 -3.575 -6.149
H -2.641 -5.338 -6.096
H -3.787 -4.309 -5.222
H -0.112 -3.785 -5.451
H 0.320 -4.574 -3.921
H -0.248 -5.537 -5.290
H -3.193 -5.730 -3.139
H -1.937 -6.617 -4.013
H -1.531 -5.719 -2.539
H 3.164 2.460 -4.650
H 4.068 4.134 -3.711
H 5.133 4.081 -2.301
H 4.977 2.650 -3.327
H 2.024 4.747 -2.340
H 1.734 3.920 -0.793
H 3.169 4.922 -0.988
H 4.556 1.452 -1.114
H 4.563 2.984 -0.226
H 3.187 1.913 -0.105
O -0.623 1.385 2.867
O -0.942 1.908 1.567
C 3.810 -1.734 -1.470
C 2.681 -2.125 -0.531
C 1.721 -3.124 -1.171
O 2.014 -0.918 -0.213
H 4.316 -2.630 -1.839
H 4.520 -1.114 -0.921
H 3.413 -1.161 -2.314
H 3.114 -2.561 0.377
H 1.302 -2.700 -2.088
H 0.899 -3.344 -0.484
H 2.239 -4.057 -1.406
C -3.402 -0.102 5.593
C -2.443 -0.968 4.766
C -2.050 -2.192 5.582
O -1.289 -0.186 4.504
B -1.428 0.381 3.257
O -2.493 -0.178 2.556
C -2.991 -1.274 3.331
C -4.510 -1.324 3.242
C -2.398 -2.559 2.752
H -2.843 0.294 6.440
H -4.246 -0.689 5.961
H -3.771 0.742 5.009
H -1.724 -1.862 6.568
H -1.207 -2.708 5.128
H -2.902 -2.871 5.682
H -4.954 -0.364 3.498
H -4.890 -2.093 3.918
H -4.810 -1.574 2.224
H -1.315 -2.554 2.879
H -2.616 -2.598 1.682
H -2.810 -3.444 3.240
Se 2.494 -0.963 4.916
Sb 2.546 0.320 2.813
Se 2.887 2.741 3.032
Se 4.659 -0.488 1.748
Se 0.855 -0.937 1.208
```